[1]
The following is a DFT calculation (ωB97M-V with the def2-TZVPD basis set) of a molecular structure, C5H8MgO3 at a distorted geometry.

Atoms and positions in Å:
O1 -1.657 0.087 0.048
C1 -2.854 0.617 -0.007
C2 -3.890 0.007 0.892
H1 -3.230 0.784 -1.037
H2 -4.807 0.613 0.826
H3 -4.155 -1.011 0.553
H4 -3.556 -0.034 1.938
O2 1.187 -0.324 0.070
O3 0.626 1.809 -0.325
C3 2.637 -0.003 0.099
C4 3.339 -1.051 -0.745
C5 0.257 0.601 -0.181
H5 2.917 -0.169 1.154
H6 4.429 -0.936 -0.637
H7 3.084 -2.081 -0.434
H8 3.102 -0.957 -1.816
Mg1 2.570 2.049 -0.397

Atoms 1-6, force components in eV/Å:
-6.420 0.804 -0.115
3.660 -4.652 -1.002
-0.576 1.348 0.975
0.362 1.021 0.280
0.077 -0.244 0.255
0.424 0.419 -0.036

For the HOMO-LUMO gap (alpha / beta), the calculation gives 3.9249 / 4.1077 eV. The calculation puts the electronic energy at -620.898617 Eh. The total charge is 0.



[2]
The following is a DFT calculation (ωB97M-V with the def2-TZVPD basis set) of 3 unconnected molecules or ions with the total composition C12H30N4O3.

Atoms and positions in Å:
C1 5.563 1.744 2.554
O1 5.468 0.483 1.932
C2 4.415 0.374 0.996
C3 3.253 -0.486 1.528
N1 2.964 -0.302 2.939
C4 2.011 -0.246 0.674
C5 1.359 1.133 0.858
C6 -0.015 1.043 1.508
N2 -0.563 2.368 1.780
H1 5.689 2.536 1.812
H2 6.437 1.720 3.199
H3 4.682 1.961 3.164
H4 4.817 -0.096 0.096
H5 4.054 1.369 0.713
H6 3.536 -1.533 1.395
H7 2.427 0.534 3.117
H8 3.822 -0.263 3.471
H9 1.275 -1.025 0.883
H10 2.300 -0.379 -0.372
H11 1.975 1.788 1.478
H12 1.269 1.644 -0.104
H13 -0.673 0.439 0.875
H14 0.091 0.503 2.452
H15 -1.418 2.264 2.311
H16 -0.859 2.783 0.903
C7 -3.888 -0.161 -0.005
O2 -3.097 0.684 0.384
N3 -3.870 -1.447 0.372
C8 -4.768 -2.421 -0.209
C9 -2.839 -1.886 1.292
H17 -4.696 0.068 -0.717
H18 -5.361 -2.915 0.564
H19 -4.205 -3.164 -0.774
H20 -5.437 -1.917 -0.903
H21 -2.915 -1.357 2.243
H22 -1.848 -1.691 0.879
H23 -2.950 -2.954 1.464
C10 -2.201 -1.371 -3.377
O3 -2.974 -1.458 -2.440
N4 -1.567 -0.236 -3.714
C11 -0.643 -0.165 -4.826
C12 -1.818 0.951 -2.909
H24 -1.943 -2.229 -4.021
H25 0.353 0.124 -4.486
H26 -0.982 0.561 -5.568
H27 -0.576 -1.141 -5.303
H28 -1.559 0.773 -1.865
H29 -2.873 1.222 -2.946
H30 -1.221 1.772 -3.299

Atoms 1-6, force components in eV/Å:
-0.014 -0.094 -0.019
0.168 -0.124 0.020
-0.186 0.027 0.039
0.032 0.021 -0.105
-0.198 -0.175 0.016
-0.001 0.043 -0.203

As for the SMILES: COC[C@@H](N)CCCN.CN(C)C=O.CN(C)C=O. For the HOMO-LUMO gap, the calculation gives 9.3957 eV. The calculation puts the electronic energy at -919.948981 Eh. The total charge is 0.



[3]
The following is a DFT calculation (ωB97M-V with the def2-TZVPD basis set) of a single C2H3FO2 molecule at a distorted geometry.

Atoms and positions in Å:
C1 -0.664 -0.013 -0.051
C2 0.674 -0.764 0.127
H1 0.521 1.603 0.035
H2 0.658 -1.146 1.213
H3 0.907 -1.766 -0.555
O1 -0.448 1.256 0.065
O2 -1.755 -0.578 -0.075
F1 1.720 0.061 -0.119

Atoms 1-6, force components in eV/Å:
-0.336 -3.298 0.448
-0.408 -4.350 -0.450
-2.257 -1.607 -0.002
0.293 0.744 -1.444
-1.288 2.646 1.604
0.764 3.453 -0.218

As for the SMILES: O=C(O)CF. For the HOMO-LUMO gap, the calculation gives 11.2686 eV. The calculation puts the electronic energy at -328.331732 Eh. The total charge is 0.



[4]
The following is a DFT calculation (ωB97M-V with the def2-TZVPD basis set) of a molecular structure, C32H49GaIN3O5PSi3 at a distorted geometry.

Atoms and positions in Å:
Ga1 1.296 -0.246 -0.261
O1 1.027 -1.297 1.756
C1 0.236 -0.365 1.939
O2 0.311 0.691 1.227
C2 -0.917 -0.445 2.894
P1 -2.127 0.759 2.132
C3 -1.778 2.241 3.152
C4 -2.815 3.142 3.380
C5 -2.586 4.326 4.054
C6 -1.312 4.635 4.501
C7 -0.267 3.759 4.252
C8 -0.493 2.577 3.568
C9 -3.733 0.248 2.864
C10 -3.915 -0.328 4.115
C11 -5.184 -0.686 4.536
C12 -6.282 -0.465 3.718
C13 -6.110 0.120 2.474
C14 -4.840 0.465 2.049
H1 -0.625 -0.162 3.907
H2 -1.314 -1.464 2.903
H3 -3.813 2.899 3.044
H4 -3.403 5.009 4.228
H5 -1.133 5.552 5.042
H6 0.726 3.997 4.605
H7 0.340 1.920 3.358
H8 -3.065 -0.491 4.761
H9 -5.320 -1.147 5.504
H10 -7.270 -0.757 4.044
H11 -6.954 0.293 1.821
H12 -4.697 0.905 1.068
C15 -0.575 -4.347 -2.216
Si1 -0.686 -2.529 -1.646
C16 -1.871 -1.638 -2.845
C17 -1.460 -2.425 0.094
C18 1.103 -1.782 -1.637
Si2 1.684 -1.155 -3.377
C19 3.482 -0.504 -3.281
C20 1.596 -2.561 -4.663
C21 0.632 0.262 -4.130
Si3 2.383 -2.963 -0.812
C22 3.245 -4.193 -1.991
C23 1.838 -4.015 0.689
C24 3.754 -1.808 -0.112
C25 5.078 -2.174 0.105
C26 5.948 -1.295 0.728
C27 5.460 -0.067 1.153
C28 4.134 0.232 0.903
N1 3.328 -0.606 0.266
H13 -1.567 -4.781 -2.241
H14 0.028 -4.958 -1.557
H15 -0.162 -4.437 -3.214
H16 -2.891 -1.964 -2.670
H17 -1.639 -1.872 -3.877
H18 -1.847 -0.562 -2.732
H19 -2.309 -3.093 0.208
H20 -1.816 -1.411 0.284
H21 -0.737 -2.680 0.861
H22 4.180 -1.281 -2.990
H23 3.573 0.300 -2.557
H24 3.804 -0.123 -4.246
H25 2.069 -3.476 -4.332
H26 2.090 -2.249 -5.577
H27 0.568 -2.791 -4.918
H28 0.077 0.787 -3.363
H29 -0.097 -0.115 -4.839
H30 1.258 0.960 -4.683
H31 2.522 -4.856 -2.450
H32 3.930 -4.823 -1.432
H33 3.811 -3.715 -2.781
H34 0.978 -4.632 0.453
H35 1.584 -3.394 1.539
H36 2.643 -4.679 0.997
H37 5.419 -3.143 -0.222
H38 6.980 -1.564 0.894
H39 6.092 0.643 1.664
H40 3.691 1.169 1.221
N2 -2.944 3.955 -1.010
C29 -2.011 3.040 -0.372
C30 -1.469 2.086 -1.424
O3 -2.139 2.128 -2.556
O4 -0.518 1.351 -1.263
H41 -3.704 4.203 -0.390
H42 -2.849 2.819 -2.440
H43 -2.483 4.812 -1.294
H44 -2.541 2.410 0.352
H45 -1.190 3.510 0.179
N3 1.642 3.000 -2.530
C31 1.931 2.706 -1.276
O5 2.177 1.553 -0.908
C32 2.071 3.802 -0.249
I1 0.918 5.571 -0.627
H46 1.488 2.230 -3.172
H47 1.447 3.941 -2.832
H48 3.116 4.112 -0.203
H49 1.772 3.395 0.718

Atoms 1-6, force components in eV/Å:
0.717 0.129 -0.071
0.086 -0.201 -0.428
-0.189 -0.768 1.255
1.020 0.133 -1.506
-0.295 0.396 -0.278
-0.794 -0.455 0.937

For the HOMO-LUMO gap, the calculation gives 8.0695 eV. The calculation puts the electronic energy at -5221.616658 Eh. The total charge is +1.



[5]
The following is a DFT calculation (ωB97M-V with the def2-TZVPD basis set) of 2 unconnected molecules or ions with the total composition C10H20 at a distorted geometry.

Atoms and positions in Å:
C1 3.111 -1.154 0.020
C2 3.070 0.296 -0.066
C3 1.811 -1.652 -0.636
C4 1.748 0.648 -0.640
C5 0.784 -0.517 -0.328
H1 3.134 -1.524 1.064
H2 3.907 -1.680 -0.541
H3 3.906 0.573 -0.737
H4 3.253 0.778 0.915
H5 1.614 -2.608 -0.115
H6 2.098 -1.889 -1.678
H7 1.946 0.712 -1.727
H8 1.347 1.627 -0.313
H9 -0.091 -0.652 -0.993
H10 0.408 -0.428 0.709
C6 -1.370 1.592 0.562
C7 -2.234 0.754 1.538
C8 -1.639 0.805 -0.724
C9 -2.808 -0.484 0.863
C10 -2.758 -0.125 -0.614
H11 -0.299 1.490 0.822
H12 -1.608 2.673 0.535
H13 -2.996 1.451 1.937
H14 -1.698 0.311 2.399
H15 -0.662 0.337 -0.951
H16 -1.883 1.495 -1.555
H17 -3.785 -0.816 1.266
H18 -2.050 -1.235 1.158
H19 -3.712 0.283 -1.000
H20 -2.541 -1.058 -1.170

Atoms 1-6, force components in eV/Å:
-0.015 -3.436 0.434
2.201 2.002 0.648
0.301 -1.242 1.964
-1.726 1.519 -1.231
2.048 -1.789 -1.382
0.144 0.190 -0.425

As for the SMILES: C1CCCC1.C1CCCC1. For the HOMO-LUMO gap, the calculation gives 10.6160 eV. The calculation puts the electronic energy at -392.923411 Eh. The total charge is 0.



[6]
The following is a DFT calculation (ωB97M-V with the def2-TZVPD basis set) of a molecular structure, C16H9F6N4PtS6Sb.

Atoms and positions in Å:
Pt1 -0.557 0.685 -0.360
S1 5.612 4.766 0.004
N1 5.321 3.292 0.579
C1 4.061 3.010 0.291
C2 3.372 1.779 0.626
C3 3.937 0.703 1.319
C4 3.161 -0.403 1.580
C5 1.835 -0.437 1.150
N2 1.301 0.582 0.488
C6 2.048 1.675 0.222
C7 1.372 2.738 -0.500
N3 0.079 2.506 -0.846
C8 -0.605 3.464 -1.469
C9 -0.028 4.687 -1.793
C10 1.289 4.928 -1.471
C11 2.011 3.934 -0.808
C12 3.399 4.056 -0.402
N4 4.170 5.107 -0.625
H1 4.969 0.758 1.638
H2 3.558 -1.255 2.112
H3 1.197 -1.289 1.343
H4 -1.631 3.236 -1.719
H5 -0.626 5.429 -2.300
H6 1.772 5.863 -1.720
C13 -3.573 2.155 1.728
S2 -2.912 0.484 1.973
C14 -3.766 -0.403 0.731
C15 -3.603 -0.288 -0.660
S3 -2.555 0.773 -1.524
S4 -4.586 -1.328 -1.590
C16 -5.396 -2.118 -0.287
S5 -6.526 -3.277 -0.490
S6 -4.901 -1.541 1.260
H7 -2.938 2.814 2.317
H8 -4.594 2.210 2.097
H9 -3.523 2.437 0.681
F1 -0.946 -1.257 0.159
Sb1 -0.766 -3.199 -0.410
F2 -1.611 -2.641 -1.989
F3 -2.464 -3.382 0.384
F4 -0.613 -4.983 -0.893
F5 0.040 -3.373 1.277
F6 0.895 -2.651 -1.098

Atoms 1-6, force components in eV/Å:
0.114 -0.094 -0.144
-0.007 -0.004 0.001
0.003 -0.001 0.000
0.007 -0.002 -0.003
0.006 0.008 0.015
-0.003 -0.003 -0.003

For the HOMO-LUMO gap (alpha / beta), the calculation gives 7.2464 / 5.6232 eV. The calculation puts the electronic energy at -4181.998044 Eh. The expectation value of S² is 0.79. The total charge is +1. As for the multiplicity: 2.